Arrangement A

92
Properties=species:S:1:pos:R:3:mulliken_charge:R:1 method="wB97M-V/def2-TZVPD" total_charge=0 smiles=CCCC#N.CCCC#N.CCCC#N.ClCCCl.ClCCCl.ClCCCl.ClCCCl.ClCCCl.ClCCCl.ClCCCl homo_lumo_gap_ha=0.3717 lumo_ha=0.0014
C 0.24281 -1.61855 -8.59114 -1.17
C -0.95262 -1.71191 -7.65553 -0.50
C -0.97494 -0.63641 -6.53348 0.11
C 0.22174 -0.62229 -5.70653 0.16
N 1.16333 -0.63534 -5.08311 -0.40
H 0.28359 -0.62193 -9.04808 0.29
H 0.13242 -2.31508 -9.43171 0.35
H 1.17370 -1.83387 -8.08723 0.34
H -0.97775 -2.70675 -7.20310 0.30
H -1.86230 -1.60478 -8.24468 0.33
H -1.83628 -0.78319 -5.85350 -0.10
H -1.12963 0.37163 -6.93774 0.31
C -1.40550 -1.05758 3.88404 -0.59
C -1.23189 -1.90114 5.06229 0.00
C -2.34623 -2.98635 5.19382 -0.28
C -3.68555 -2.40057 5.37966 0.29
N -4.73805 -1.90044 5.52237 -0.50
H -0.60401 -0.32727 3.81320 0.10
H -2.37299 -0.55341 3.92279 0.48
H -1.41168 -1.67380 2.98106 0.01
H -1.20973 -1.28697 5.96980 0.36
H -0.26483 -2.40937 5.01703 -0.10
H -2.11296 -3.67605 6.00651 0.40
H -2.36566 -3.59682 4.27764 -0.08
C -2.68497 5.83572 0.50190 -0.78
C -2.69076 5.75401 -1.03446 -0.78
C -2.37253 4.29097 -1.60120 0.03
C -1.04667 3.88603 -1.32976 0.16
N -0.01388 3.62315 -1.07189 -0.39
H -3.49246 5.23105 0.92088 0.21
H -2.81867 6.86253 0.86398 0.39
H -1.72657 5.50073 0.91343 0.14
H -1.98543 6.46638 -1.46372 0.37
H -3.69297 5.98657 -1.40086 0.35
H -2.51981 4.24641 -2.68232 0.38
H -3.04274 3.56134 -1.13884 0.00
Cl 2.22464 -1.55017 -1.58163 -0.25
C 0.50249 -1.14264 -1.46796 0.55
C 0.21322 0.04270 -0.52157 0.00
Cl 0.70272 -0.31232 1.13437 0.08
H -0.06503 -2.02483 -1.18335 -0.22
H 0.22669 -0.87469 -2.48401 -0.12
H -0.85731 0.22445 -0.51937 -0.46
H 0.69756 0.94599 -0.88412 0.29
Cl -0.62651 -6.08870 -1.06332 -0.20
C -1.49055 -5.79161 0.44506 -0.49
C -2.11247 -4.38717 0.40078 0.10
Cl -2.70310 -3.92297 2.03889 -0.24
H -0.77749 -5.87436 1.24927 0.32
H -2.24985 -6.55253 0.51307 0.34
H -2.96591 -4.36765 -0.26743 0.38
H -1.38382 -3.65227 0.07820 -0.27
Cl -3.20796 -1.42712 -0.95336 -0.05
C -3.97061 0.04575 -1.58462 -0.12
C -3.52547 0.33150 -3.00964 -0.52
Cl -1.89430 1.02214 -3.03561 -0.15
H -3.66360 0.81375 -0.89279 -0.36
H -5.03974 -0.12201 -1.52838 0.46
H -4.23155 1.02174 -3.48144 0.38
H -3.53595 -0.57036 -3.61748 0.40
Cl -2.54811 1.95822 1.13926 -0.12
C -1.92555 2.95886 2.49562 -0.83
C -0.45721 3.11324 2.37319 0.50
Cl 0.14744 4.07982 3.73875 -0.22
H -2.16083 2.44234 3.43161 0.42
H -2.45576 3.90236 2.52116 0.38
H -0.19294 3.63616 1.46076 -0.18
H 0.00535 2.13973 2.39285 -0.04
Cl 6.97692 -0.15773 -1.36538 -0.16
C 6.78874 -1.75245 -0.58693 -0.56
C 5.57405 -1.82311 0.28765 -0.05
Cl 5.73582 -0.80717 1.73404 -0.18
H 7.68359 -1.96838 -0.01880 0.34
H 6.68837 -2.50236 -1.37062 0.34
H 5.41903 -2.84610 0.63461 0.42
H 4.70417 -1.51910 -0.27872 -0.12
Cl 2.88096 0.34255 4.06356 -0.17
C 2.69679 -1.43090 3.92329 0.27
C 2.78450 -2.19600 5.26564 -0.39
Cl 4.25882 -1.91684 6.26682 -0.20
H 3.46074 -1.78450 3.24141 0.10
H 1.70826 -1.56130 3.48899 -0.17
H 2.78664 -3.26286 5.05324 0.39
H 1.92699 -1.98533 5.89957 0.17
Cl 5.13331 3.26212 -1.11539 -0.21
C 4.70980 2.58192 0.47661 -0.07
C 3.61121 3.30564 1.17745 0.36
Cl 4.00919 4.99689 1.55672 -0.22
H 5.60801 2.61598 1.08852 0.32
H 4.42904 1.53705 0.37625 -0.02
H 3.40912 2.80007 2.12593 -0.03
H 2.68992 3.29795 0.60722 -0.14

---

Arrangement B

92
Properties=species:S:1:pos:R:3:mulliken_charge:R:1 method="wB97M-V/def2-TZVPD" total_charge=0 homo_lumo_gap_ha=0.2876 lumo_ha=0.0034
C 3.95272 2.69202 0.72770 -1.68
C 2.54907 2.59568 0.02071 1.64
C 1.31572 3.11335 0.77657 1.08
C 1.55175 4.22861 1.68039 -0.35
N 1.70073 5.11478 2.40907 -0.68
H 3.97993 2.05353 1.61070 0.42
H 4.02513 3.77378 0.84018 0.55
H 4.83283 2.43735 0.13723 0.43
H 2.41547 1.55907 -0.28862 -1.36
H 2.62283 3.16671 -0.90481 0.35
H 0.83160 2.31313 1.33637 0.05
H 0.64380 3.47759 -0.00057 0.11
C 1.05660 -4.75720 -3.74569 -1.19
C 2.23355 -3.88948 -3.31849 -0.69
C 2.23218 -3.49495 -1.89997 -0.87
C 1.15541 -2.50623 -1.75026 0.60
N 0.25715 -1.82112 -1.72093 -0.12
H 0.14935 -4.18410 -3.93687 0.29
H 0.78770 -5.56421 -3.06413 0.30
H 1.35166 -5.17782 -4.70700 0.38
H 2.21497 -2.98153 -3.92130 0.28
H 3.15910 -4.42082 -3.54011 0.45
H 3.19596 -3.08612 -1.59651 0.02
H 1.99226 -4.33948 -1.25398 0.50
C -0.13527 1.24223 -0.19580 -1.64
C 0.17667 -0.31944 -0.21371 1.60
C -0.55143 -1.10723 0.88152 1.08
C -0.30840 -0.66178 2.23950 0.43
N -0.10681 -0.38172 3.34160 -0.87
H 0.18622 1.60077 0.78205 -0.82
H -1.18552 1.52777 -0.25536 -0.72
H 0.42801 1.79070 -0.95078 1.99
H 1.24572 -0.33105 -0.00135 -1.36
H 0.00717 -0.67534 -1.22993 -0.08
H -0.09580 -2.09609 0.93311 0.30
H -1.60001 -1.40293 0.84797 -1.60
Cl 2.37385 1.12584 -3.59501 -0.15
C 0.78523 0.70411 -4.08051 -0.58
C 0.13414 0.20118 -2.80334 0.49
Cl -1.50560 -0.54052 -3.04983 -0.20
H 0.84290 -0.16944 -4.72988 0.36
H 0.17455 1.51773 -4.47192 0.38
H 0.07256 1.11981 -2.21987 -0.08
H 0.79450 -0.54839 -2.36724 -0.09
Cl 5.41758 -1.32603 1.45893 -0.16
C 5.00069 0.11992 0.55042 -0.57
C 4.14162 -0.25485 -0.66843 -0.50
Cl 2.54665 -0.45423 0.01195 0.43
H 5.95386 0.52208 0.20714 0.59
H 4.67878 0.80832 1.33179 -0.21
H 4.42919 -1.21538 -1.09596 0.51
H 4.21220 0.49129 -1.45989 0.31
Cl -3.36274 -3.80689 0.33356 -0.22
C -3.84901 -2.12754 0.62735 -0.03
C -3.58925 -1.18556 -0.49672 0.93
Cl -4.94108 -1.26768 -1.70145 -0.18
H -3.31938 -1.81263 1.52648 -0.25
H -4.91162 -2.01919 0.84470 0.56
H -2.60176 -1.46984 -0.86025 -0.04
H -3.52235 -0.15370 -0.15190 -0.74
Cl -3.77556 0.13138 1.87594 -0.22
C -2.73454 -0.10785 3.33337 -0.42
C -3.50031 0.21066 4.66106 -0.75
Cl -4.76671 -1.03568 4.96329 -0.21
H -1.88947 0.57755 3.26868 0.08
H -2.30117 -1.10795 3.34265 0.94
H -3.88795 1.22939 4.65571 0.34
H -2.83135 0.09630 5.51400 0.43
Cl -4.11712 4.12781 -1.08373 -0.19
C -3.96131 2.98276 -2.45689 -0.62
C -3.68618 1.46551 -2.10121 -0.75
Cl -2.26599 1.18640 -1.04729 0.78
H -3.30464 3.36954 -3.23618 0.37
H -4.89579 3.00576 -3.01752 0.45
H -3.47827 0.87196 -2.99147 0.47
H -4.44703 0.87940 -1.58578 0.47
Cl -2.78554 4.31774 3.16411 -0.22
C -2.76748 2.72677 2.20757 0.16
C -1.99441 3.09173 0.91910 0.71
Cl -0.40399 3.81005 1.16476 -0.17
H -3.75142 2.31726 1.97899 0.64
H -2.24164 1.93138 2.73573 -0.63
H -2.50613 3.87186 0.35548 0.17
H -1.89313 2.20618 0.29169 -1.39
Cl 3.17272 -3.01464 0.84114 -0.18
C 2.38250 -2.04362 2.04653 1.33
C 1.67223 -2.77790 3.08376 -0.79
Cl 0.18696 -3.68032 2.48224 -0.14
H 1.64651 -1.48138 1.47180 -1.45
H 3.14405 -1.39812 2.48411 0.50
H 1.44255 -2.03378 3.84640 0.41
H 2.31570 -3.47277 3.62339 0.48

---

Most stable to least stable, the ends of the list are arrangement A and arrangement B.

---

Arrangement A

63
Properties=species:S:1:pos:R:3:mulliken_charge:R:1 method="wB97M-V/def2-TZVPD" spin_multiplicity=5 total_charge=+4 homo_lumo_gap_ha="0.3095 / 0.1803" lumo_ha="-0.3714 / -0.5141"
Pt 0.09364 -0.50874 -0.69693 2.97
N 2.03194 1.56681 2.50115 -0.45
N 1.66549 2.88392 2.18857 -0.23
C 0.82227 3.19423 1.20334 0.62
N 0.53011 4.46884 1.01554 -0.29
N 0.35139 2.13159 0.46866 -0.41
N -0.53820 2.37589 -0.45574 1.18
O -1.02940 3.43546 -0.76297 -0.73
O -0.92407 1.32673 -1.11498 -1.11
H 1.47664 1.26642 3.29813 0.25
H 3.00253 1.58697 2.79534 0.30
H 2.04999 3.63981 2.74005 0.18
H 0.91835 5.18381 1.61397 0.20
H -0.16404 4.73738 0.33547 0.21
O -1.20269 -0.82702 1.09380 -0.72
C -2.47083 -0.78082 1.10547 0.52
C -3.11226 -0.47826 2.36122 -0.62
C -4.45981 -0.30658 2.44550 -0.61
C -5.24658 -0.44676 1.28671 -0.73
C -4.66442 -0.80548 0.06169 -1.00
C -3.30934 -1.01088 -0.06379 0.54
C -2.76425 -1.53341 -1.31643 0.47
N -1.51102 -1.48718 -1.76164 -0.33
C -1.47944 -2.10741 -2.98848 -0.52
C -2.73074 -2.54778 -3.28950 -0.83
N -3.51607 -2.18222 -2.23407 -0.05
H -2.46542 -0.35795 3.21985 0.53
H -4.92732 -0.05415 3.38759 0.46
H -6.31608 -0.28995 1.33688 0.47
H -5.32071 -0.91014 -0.79286 0.53
H -0.57470 -2.19233 -3.56523 0.52
H -3.11860 -3.08280 -4.13957 0.46
H -4.49548 -2.40991 -2.14205 0.23
C 3.29322 -3.70118 -0.41108 -1.00
C 2.47158 -2.49649 -0.92490 -0.33
N 1.28775 -2.25290 -0.06309 -0.25
C 0.43866 -3.47528 -0.05331 -0.30
C 1.22640 -4.69127 0.48000 -0.94
N 2.61429 -4.23146 0.81575 -0.06
C 2.56594 -3.17376 1.87828 -0.91
C 1.75012 -1.98299 1.32876 -0.18
H 4.30753 -3.42311 -0.13247 0.35
H 3.34226 -4.51083 -1.13631 0.37
H 2.11775 -2.68020 -1.93808 0.44
H 3.07915 -1.59304 -0.92632 0.50
H 0.08972 -3.65550 -1.06795 0.56
H -0.42735 -3.27091 0.57228 0.33
H 1.31325 -5.48673 -0.25739 0.33
H 0.78863 -5.10568 1.38583 0.36
H 3.14865 -5.02874 1.16883 0.31
H 3.59237 -2.90284 2.11712 0.32
H 2.10954 -3.61697 2.76104 0.36
H 2.34488 -1.07035 1.31652 0.55
H 0.86830 -1.79914 1.93850 0.37
I 2.95283 1.42195 -6.67373 0.69
C 1.83503 1.12505 -5.05686 -0.68
C 0.58405 1.72153 -4.78289 -0.09
N 0.20766 1.25781 -3.61222 0.13
N 1.10981 0.38553 -3.05435 -0.09
C 2.09081 0.29825 -3.91443 -0.32
H -0.00353 2.42343 -5.35653 0.52
H -0.61516 1.49722 -3.06145 0.09
H 2.95439 -0.32204 -3.73369 0.55

---

Arrangement B

63
Properties=species:S:1:pos:R:3:mulliken_charge:R:1 method="wB97M-V/def2-TZVPD" spin_multiplicity=5 total_charge=+4 homo_lumo_gap_ha="0.3096 / 0.1728" lumo_ha="-0.3727 / -0.5233"
Pt -0.15562 -0.52521 -0.10278 3.39
N -1.91852 0.84864 3.30954 -0.39
N -2.07474 -0.34609 4.06191 -0.18
C -1.55683 -1.50177 3.67154 0.54
N -1.77857 -2.59006 4.39012 -0.31
N -0.82456 -1.41740 2.50876 -0.37
N -0.10771 -2.45342 2.15220 1.15
O 0.01412 -3.50399 2.73333 -0.70
O 0.50660 -2.30266 1.02179 -1.09
H -0.94445 1.12656 3.40296 0.18
H -2.47052 1.54824 3.79623 0.33
H -2.71518 -0.32074 4.84121 0.20
H -2.31741 -2.55039 5.24305 0.21
H -1.28303 -3.44191 4.18218 0.21
O 1.19765 0.76557 1.12244 -0.78
C 2.43440 0.56036 1.32004 0.52
C 3.02449 1.12018 2.51096 -0.71
C 4.31425 0.85696 2.85336 -0.64
C 5.09846 0.03618 2.01755 -0.76
C 4.58065 -0.46721 0.81677 -1.02
C 3.28800 -0.20547 0.42025 0.71
C 2.83391 -0.61515 -0.90696 0.41
N 1.58730 -0.76799 -1.34626 -0.41
C 1.65332 -1.16309 -2.66166 -0.49
C 2.96030 -1.24199 -3.03104 -0.84
N 3.67983 -0.89469 -1.92437 -0.05
H 2.38373 1.72823 3.13545 0.49
H 4.73835 1.26111 3.76259 0.46
H 6.11701 -0.20095 2.29563 0.47
H 5.22835 -1.08171 0.20448 0.53
H 0.77341 -1.36603 -3.24757 0.52
H 3.42460 -1.50398 -3.96665 0.46
H 4.68587 -0.81439 -1.89669 0.23
C -2.67537 2.51285 -2.44850 -1.07
C -2.13443 1.17484 -1.89028 -0.34
N -0.98066 1.40111 -0.98999 -0.19
C 0.09440 2.09539 -1.74331 -0.39
C -0.40574 3.44644 -2.30198 -0.94
N -1.83589 3.61772 -1.88272 -0.06
C -1.93759 3.62841 -0.38615 -0.97
C -1.41330 2.27150 0.13625 -0.18
H -3.70659 2.69763 -2.15473 0.35
H -2.60945 2.56958 -3.53312 0.37
H -1.80902 0.52761 -2.70380 0.42
H -2.91067 0.66567 -1.32006 0.52
H 0.42393 1.44541 -2.55122 0.56
H 0.93271 2.24522 -1.06617 0.35
H -0.37470 3.48439 -3.38906 0.33
H 0.15672 4.29209 -1.91166 0.36
H -2.17993 4.51069 -2.24289 0.31
H -2.98052 3.80091 -0.12802 0.30
H -1.34862 4.46895 -0.02461 0.38
H -2.18195 1.74569 0.70105 0.69
H -0.55491 2.41664 0.78815 0.19
I -3.72181 -5.09227 -3.39765 0.70
C -2.42018 -4.07471 -2.29191 -0.70
C -1.33764 -4.61673 -1.56550 -0.09
N -0.75074 -3.60165 -0.97225 0.11
N -1.35460 -2.39782 -1.23403 -0.13
C -2.36209 -2.67006 -2.02558 -0.34
H -0.99521 -5.63644 -1.46215 0.52
H 0.01907 -3.60115 -0.30020 0.11
H -3.02266 -1.90361 -2.39825 0.57

---

Most stable to least stable, the ends of the list are arrangement A and arrangement B.

---

Arrangement A

8
Properties=species:S:1:pos:R:3:mulliken_charge:R:1 method="wB97M-V/def2-TZVPD" total_charge=0 homo_lumo_gap_ha=0.3808 lumo_ha=0.0281
N -0.62789 -0.63880 0.82535 -0.43
C -0.11852 -0.16768 -0.33878 0.46
O 0.48610 -0.92315 -1.18955 -0.64
N -0.09285 1.05196 -0.82227 -0.57
H -1.34558 -0.10200 1.28039 0.23
H -0.72555 -1.63869 0.88921 0.25
H -0.35978 1.88154 -0.31595 0.17
H 0.56134 0.27108 -1.67296 0.53

---

Arrangement B

8
Properties=species:S:1:pos:R:3:mulliken_charge:R:1 method="wB97M-V/def2-TZVPD" total_charge=0 homo_lumo_gap_ha=0.3336 lumo_ha=0.0273
C 2.00333 0.55596 -0.01516 -0.04
N -1.90774 0.51877 0.62130 -0.43
N -1.93273 -0.51885 -0.05910 -0.07
O 1.87724 -0.62860 -0.25653 -0.41
H 2.89790 1.24414 -0.19846 0.21
H 1.23511 1.08350 0.46633 0.23
H -2.64939 -0.80868 -0.85649 0.26
H -1.52372 -1.44625 0.29810 0.25

---

Most stable to least stable, the ends of the list are arrangement A and arrangement B.

---

Arrangement A

8
Properties=species:S:1:pos:R:3:mulliken_charge:R:1 method="wB97M-V/def2-TZVPD" total_charge=0 smiles="N=C=O.N" homo_lumo_gap_ha=0.3872 lumo_ha=0.0239
N 0.35480 -2.75185 -0.30275 -0.41
C 0.32806 -2.25067 -1.37349 0.50
O 0.03182 -1.83662 -2.40251 -0.38
H 1.08155 -3.36154 0.14719 0.29
N -0.58516 1.05507 0.19557 -0.62
H -0.55305 0.55583 -0.72224 0.19
H 0.34075 1.03018 0.51270 0.21
H -0.96922 1.96225 0.08029 0.21

---

Arrangement B

8
Properties=species:S:1:pos:R:3:mulliken_charge:R:1 method="wB97M-V/def2-TZVPD" total_charge=0 smiles="[H]/N=C/NO" homo_lumo_gap_ha=0.3772 lumo_ha=0.0279
H -2.23356 0.33469 -0.38754 0.28
N -1.59981 -0.53018 -0.33636 -0.59
C -0.64852 0.31726 0.01443 0.13
N 0.52012 -0.24796 0.41867 -0.27
O 1.63997 -0.14703 -0.48500 -0.42
H -0.59713 1.53444 0.15794 0.24
H 0.44523 -1.32445 0.65419 0.29
H 2.47370 0.06324 -0.03633 0.33

---

Arrangement C

8
Properties=species:S:1:pos:R:3:mulliken_charge:R:1 method="wB97M-V/def2-TZVPD" total_charge=0 homo_lumo_gap_ha="0.3986 / 0.3457" lumo_ha="0.0037 / -0.0098"
C 1.78834 0.62337 0.11599 0.01
N 0.96147 -0.47578 0.57147 -0.27
N -1.63948 -0.73905 -0.12148 -0.47
O 1.71716 -0.62015 -0.54671 -0.17
H 1.25388 1.44318 -0.39979 0.22
H 2.81220 0.79616 0.72731 0.21
H -1.77754 -0.41233 -1.02460 0.22
H -1.05937 -1.58334 -0.17960 0.26

---

Most stable to least stable, the ends of the list are arrangement A and arrangement C.